DFT (wB97M-V/def2-TZVPD) results for a molecular structure, C21H30EuN2Si at a distorted geometry.

Output
HOMO energy (alpha / beta) ... -6.51 / -6.89 eV
Max |F| ... 2.2 eV/A
ΔE to the lowest compared entry with this formula, charge and spin ... 0.000 eV
Orbital gap (alpha / beta) ... 6.34 / 6.70 eV

```
! wB97M-V def2-TZVPD RIJCOSX def2/J DEFGRID3
* xyz 0 8
C -1.40050 0.65239 2.40464
C -0.20700 -0.07180 2.65338
C 0.80481 0.85622 3.04507
H -0.08042 -1.15606 2.57741
C 0.22672 2.15767 3.05291
C -1.13919 2.02457 2.66049
H -1.86106 2.84228 2.61494
H -2.35563 0.21283 2.09587
H 1.84708 0.60259 3.28044
H 0.73574 3.09013 3.32092
Eu 0.51589 1.40980 0.39459
C 2.29079 -1.65558 -2.38351
H 3.18345 -1.01517 -2.23450
H 1.83263 -1.49950 -3.37210
H 2.62669 -2.70273 -2.32753
Si 0.88293 -1.44166 -1.05099
C -0.60069 -2.42511 -1.65571
C -1.62286 -2.49483 -0.69036
H -1.41939 -2.27602 0.37102
C -2.93610 -2.76940 -1.08323
H -3.73658 -2.74836 -0.33402
C -3.18611 -3.06440 -2.43545
H -4.21626 -3.29340 -2.74486
C -2.14711 -3.06347 -3.38306
H -2.34851 -3.31564 -4.42381
C -0.84242 -2.73881 -2.99685
H -0.01499 -2.73456 -3.71805
C 1.62149 -2.23057 0.45854
C 1.16308 -3.49102 0.84525
H 0.60615 -4.10135 0.13035
C 1.52341 -3.98071 2.10051
H 1.14839 -4.95175 2.40554
C 2.40613 -3.24798 2.91439
H 2.73085 -3.65745 3.87575
C 2.89159 -2.01252 2.48786
H 3.58376 -1.43546 3.11171
C 2.55224 -1.51683 1.21818
H 3.07193 -0.63929 0.78549
H 1.48554 0.01052 -1.25317
H -0.13267 -0.63835 -0.21372
N 1.14311 3.49418 -0.92568
C 0.36684 4.57957 -0.27877
C -0.95285 4.82486 -1.01015
C -1.77059 3.59085 -1.38156
N -1.70302 2.52009 -0.35160
H 2.14750 3.65124 -0.80054
H 0.98694 3.50939 -1.93945
H 0.20789 4.30395 0.77743
H 0.96100 5.50079 -0.29283
H -1.55805 5.52412 -0.41687
H -0.71902 5.35893 -1.94465
H -2.82165 3.87041 -1.55748
H -1.39818 3.16154 -2.32619
H -2.06315 2.88303 0.54077
H -2.31058 1.73782 -0.59677
*
```